1.
The following is a quantum chemistry calculation of a molecular structure, C29H35N7P2V, from the OMol25 dataset.

The geometry in ORCA input format:
```
! RIJCOSX wB97M-V def2-TZVPD def2/J DEFGRID3
* xyz 0 4
V -0.7071 -1.2810 -1.8772
C -1.7148 -1.9689 -3.3707
C -1.6697 -0.4779 -3.3672
C -2.8361 0.3570 -2.9505
C -3.5829 -0.0835 -1.6811
C -2.6239 -0.6609 -0.6882
C -2.1677 -2.0277 -0.6889
C -2.9286 -3.0995 -1.4483
C -2.9548 -2.7222 -2.9560
C 1.5802 -0.9197 2.9835
H -1.1106 -2.5491 -4.0888
H -1.0645 0.1136 -4.0692
H -3.5225 0.3939 -3.7930
H -2.5025 1.3960 -2.8170
H -4.0814 0.8126 -1.2664
H -4.4562 -0.7228 -1.9118
H -2.7315 -0.2516 0.3386
H -1.6806 -2.3370 0.2598
H -3.9636 -3.2671 -1.0929
H -2.4478 -4.0782 -1.2979
H -3.0562 -3.6685 -3.5000
H -3.8852 -2.1805 -3.1622
H 1.9193 -1.3928 2.0504
H 1.4096 -1.6615 3.7851
H 2.3427 -0.1944 3.2977
P 0.1137 -0.0048 2.5724
P 1.8682 1.2165 -0.8312
N -1.1097 -1.1671 3.0344
N -0.0346 1.3023 3.5686
N 1.7955 -0.1801 -1.9028
N 2.6752 2.3740 -1.7194
C -0.3407 0.5766 0.9389
C 0.2265 1.5540 -0.1181
C -0.9693 -2.5593 3.0384
C -2.2127 -3.1341 3.2758
C -3.1719 -2.0753 3.3492
C -2.4809 -0.8822 3.1708
C 0.1784 1.2783 4.9471
C -0.0348 2.5595 5.4368
C -0.3775 3.4088 4.3004
C -0.3644 2.6065 3.1820
C 1.7570 -1.5061 -1.3699
C 1.3881 -2.3962 -2.4349
C 1.0349 -1.5862 -3.5595
C 1.0702 -0.2380 -3.1295
C 2.4560 2.8013 -3.0604
C 3.5036 3.6045 -3.4587
C 4.4123 3.7158 -2.3577
C 3.8963 2.9783 -1.3108
H -1.3210 1.0092 1.2015
H -0.4981 -0.3754 0.3789
H -0.5577 1.5614 -0.9234
H 0.2929 2.6073 0.2110
H 0.0022 -3.0013 2.9334
H -2.4005 -4.1895 3.3798
H -4.2326 -2.2001 3.5298
H -2.8465 0.1393 3.1824
H 0.4539 0.3540 5.4247
H 0.0410 2.8638 6.4729
H -0.5940 4.4679 4.3343
H -0.5658 2.8518 2.1589
H 2.4934 -1.7170 -0.5910
H 1.6753 -3.4526 -2.4460
H 0.8150 -1.9216 -4.5667
H 1.1338 0.6437 -3.7425
H 1.5830 2.5185 -3.6277
H 3.6618 4.0783 -4.4295
H 5.3465 4.2695 -2.3127
H 4.2761 2.7453 -0.3247
N 2.8578 0.6444 0.3445
C 3.9028 0.7091 0.9700
N 5.0207 1.2245 1.1450
C 5.8992 1.1864 2.1084
N 6.7175 1.2078 2.9391
*
```

Properties
⟨S²⟩: 3.804
HOMO (spin up / spin down) in eV: -4.7 / -5.5
Lowest unoccupied orbital energy (spin up / spin down) in eV: -0.18 / -0.18
HOMO-LUMO gap (spin up / spin down) in eV: 4.5557 / 5.3119
ΔE to the lowest compared entry with this formula, charge and spin in eV: 1.278



2.
The following is a quantum chemistry calculation of a gas-phase ion, C5H6N (charge +1), from the OMol25 dataset.

The geometry in ORCA input format:
```
! RIJCOSX wB97M-V def2-TZVPD def2/J DEFGRID3
* xyz 1 1
C 0.3702 1.9606 -0.2823
C -0.0057 1.0526 -1.3074
C -0.6270 -0.2907 -1.0836
C -0.6975 -0.2963 0.4212
C 0.1317 1.0386 0.7564
N 0.7409 -0.3060 0.9425
H 0.7572 3.0410 -0.2307
H -1.5363 -0.2738 -1.5953
H 0.2082 -0.8503 -1.4271
H -1.6162 -0.8933 0.8206
H 0.7634 -0.7064 1.9716
H 1.5037 -0.5538 0.3613
*
```

Properties
HOMO (spin up / spin down) in eV: -14.0 / -14.2
Lowest unoccupied orbital energy (spin up / spin down) in eV: -5.17 / -5.50
HOMO-LUMO gap (spin up / spin down) in eV: 8.8411 / 8.7157
ΔE to the lowest compared entry with this formula, charge and spin in eV: 7.305



3.
The following is a quantum chemistry calculation of 2 unconnected molecules or ions with the total composition CH7N2, from the OMol25 dataset.

The geometry in ORCA input format:
```
! RIJCOSX wB97M-V def2-TZVPD def2/J DEFGRID3
* xyz 1 1
N 1.1590 -0.1031 1.2261
H 1.3512 0.7074 1.8107
H 2.0314 -0.2456 0.6915
H 1.0321 -0.9528 1.7742
H 0.4133 -0.1707 0.3547
C -1.1547 0.2439 -1.5349
N -0.9578 -0.3378 -0.4046
H -2.0829 0.5243 -2.0439
H -0.3108 0.2091 -2.2153
H -1.4809 0.1253 0.3416
*
```

Properties
HOMO in eV: -15.2
Lowest unoccupied orbital energy in eV: -4.05
HOMO-LUMO gap in eV: 11.1637
ΔE to the lowest compared entry with this formula, charge and spin in eV: 1.175



4.
The following is a quantum chemistry calculation of 3 unconnected molecules or ions with the total composition C4H17N2O2, from the OMol25 dataset.

The geometry in ORCA input format:
```
! RIJCOSX wB97M-V def2-TZVPD def2/J DEFGRID3
* xyz 1 1
C -1.0398 -1.4332 0.5098
N 0.3512 -1.0972 0.8459
C 1.3996 -2.0021 0.2616
C -1.9520 -0.1601 0.5032
N -1.1443 1.0309 0.5482
C -1.3968 2.0456 -0.5118
H -1.0806 -1.7514 -0.5234
H -1.3587 -2.3082 1.0743
H 0.5317 -0.1300 0.5081
H 1.9759 -1.4080 -0.4335
H 1.9299 -2.4961 1.0695
H 0.9108 -2.8031 -0.2890
H -2.4829 -0.2259 -0.4367
H -2.7063 -0.2062 1.2844
H 0.5692 -0.9042 1.8202
H -1.2745 1.4451 1.4554
H -1.7109 1.4835 -1.3920
H -2.2093 2.7147 -0.2342
H -0.4430 2.5331 -0.6847
H 2.5621 2.0055 1.2422
H 2.0117 1.4188 -0.1392
O 1.7912 1.7111 0.7492
H 1.8971 -0.4828 -2.6551
H 1.2172 0.8409 -2.5633
O 1.6515 0.1793 -2.0092
*
```

Properties
HOMO in eV: -12.9
Lowest unoccupied orbital energy in eV: -2.73
HOMO-LUMO gap in eV: 10.1984
ΔE to the lowest compared entry with this formula, charge and spin in eV: 1.531



5.
The following is a quantum chemistry calculation of a molecular structure, ClPd2, from the OMol25 dataset.

The geometry in ORCA input format:
```
! RIJCOSX wB97M-V def2-TZVPD def2/J DEFGRID3
* xyz 3 5
Pd -1.4581 -19.9860 -16.1145
Pd -3.9417 -22.4216 -19.3789
Cl -1.8204 -21.8234 -17.9699
*
```

Properties
⟨S²⟩: 6.015
HOMO (spin up / spin down) in eV: -27.2 / -26.8
Lowest unoccupied orbital energy (spin up / spin down) in eV: -16.36 / -20.07
HOMO-LUMO gap (spin up / spin down) in eV: 10.8515 / 6.7325
ΔE to the lowest compared entry with this formula, charge and spin in eV: 0.065



6.
The following is a quantum chemistry calculation of a molecular structure, C44H42HgN3O3P2, from the OMol25 dataset.

The geometry in ORCA input format:
```
! RIJCOSX wB97M-V def2-TZVPD def2/J DEFGRID3
* xyz -2 2
Hg -1.2202 2.1370 -4.4861
N -0.3574 3.6084 -0.9213
C -1.7212 3.5921 -0.5534
C -2.2645 2.0866 -0.7618
O -2.6404 1.5924 0.3094
O -2.3891 1.5228 -1.8790
H -0.0198 2.8672 -1.5488
H 0.3066 4.3503 -0.7004
H -2.4161 4.2612 -1.1700
H -1.9095 3.6393 0.5540
N 1.9690 -0.8308 2.7648
P 2.3477 0.8556 3.4366
C 2.9348 0.5091 5.0722
C 3.2539 -0.7530 5.5495
C 3.3800 -0.9684 6.9003
C 3.4265 0.0957 7.7833
C 3.4445 1.4101 7.3117
C 3.2209 1.6405 5.9281
C 3.8817 1.1739 2.5548
C 5.0329 0.4175 2.9020
C 6.1983 0.4855 2.1704
C 6.2770 1.2818 0.9878
C 5.0991 1.9555 0.5803
C 3.9160 1.8763 1.3510
P 0.4693 -1.3707 1.9870
C 0.3553 -3.1362 2.3538
C 1.4736 -3.8306 2.7374
C 1.3377 -5.1919 3.1216
C 0.1043 -5.7849 3.0243
C -1.0260 -5.0923 2.5804
C -0.9242 -3.7676 2.2367
C -0.8682 -0.7938 3.0184
C -2.0529 -0.1974 2.5100
C -3.0445 0.3466 3.3387
C -2.8207 0.2648 4.7016
C -1.7083 -0.4757 5.1968
C -0.8483 -1.0929 4.3680
H 2.8860 -1.1748 2.4050
H 3.4623 -1.5525 4.8434
H 3.4362 -1.9774 7.3223
H 3.6244 -0.0279 8.8693
H 3.6014 2.2542 8.0098
H 3.2951 2.6426 5.4918
H 5.0317 -0.1244 3.8246
H 7.0929 -0.0754 2.4423
H 7.1701 1.4047 0.4248
H 5.1622 2.5224 -0.3722
H 3.0273 2.4289 1.0281
H 2.4855 -3.3757 2.6209
H 2.1947 -5.7182 3.4975
H -0.0159 -6.8259 3.3180
H -1.9620 -5.6537 2.5413
H -1.7259 -3.2048 1.8529
H -2.2172 -0.0173 1.4166
H -3.9552 0.8184 2.8648
H -3.6100 0.6816 5.3678
H -1.4290 -0.3627 6.2530
H -0.1195 -1.7205 4.7989
C -4.7674 4.3418 -5.5680
C -5.8041 3.3916 -5.7240
C -5.5148 2.0278 -5.6243
C -4.1806 1.5972 -5.3699
C -3.1512 2.5452 -5.3162
C -3.4855 3.8953 -5.5024
C -3.8499 0.1634 -5.2094
C -4.9216 -0.8200 -5.0779
C -4.6583 -2.1330 -4.7569
C -3.2801 -2.5018 -4.6707
C -2.8297 -3.7909 -4.4276
C -1.4961 -4.1485 -4.4541
C -0.4942 -3.1045 -4.6445
C -0.9055 -1.8056 -4.8788
C -2.2687 -1.4946 -4.9070
N -2.5797 -0.1872 -5.1261
H -4.9728 5.3616 -5.5595
H -6.8691 3.6851 -5.9345
H -6.3430 1.2975 -5.5545
H -2.6544 4.6178 -5.3634
H -5.9530 -0.5107 -5.2988
H -5.3871 -2.9344 -4.5332
H -3.5325 -4.5632 -4.3028
H -1.1632 -5.1915 -4.3631
H 0.5553 -3.3280 -4.5895
H -0.1663 -1.0136 -5.1044
C 2.6561 2.5440 -2.9550
C 1.6399 1.4398 -3.3618
C 1.9304 0.1169 -2.5913
O 0.3219 1.7999 -3.1066
H 3.6494 2.2741 -3.1887
H 2.5549 2.7818 -1.8888
H 2.3989 3.4047 -3.5609
H 1.7266 1.3050 -4.4849
H 2.5788 -0.5913 -3.1690
H 1.0500 -0.4101 -2.2056
H 2.5342 0.3134 -1.7571
*
```

Properties
⟨S²⟩: 0.778
HOMO (spin up / spin down) in eV: 1.2 / -2.0
Lowest unoccupied orbital energy (spin up / spin down) in eV: 3.47 / 3.47
HOMO-LUMO gap (spin up / spin down) in eV: 2.2482 / 5.4741
ΔE to the lowest compared entry with this formula, charge and spin in eV: 2.976